# 1
{"formula": "C8H9N2O", "method": "ωB97M-V with the def2-TZVPD basis set", "lumo_energy_ev": [-6.73, -6.73], "e_homo_ev": [-13.48, -13.48], "charge": 1, "e_above_lowest_kj_mol": 740.3, "elements": ["C", "C", "C", "C", "C", "C", "C", "C", "N", "N", "O", "H", "H", "H", "H", "H", "H", "H", "H", "H"], "coordinates": [[2.82997, 0.93165, -0.87950], [2.89815, -0.41341, -0.73006], [1.95146, 1.87412, -0.14712], [2.09368, -1.39388, -0.04535], [0.78342, -0.91653, 0.05861], [2.33717, 3.14588, 0.03978], [-0.79679, -3.31051, -0.07391], [-1.45972, -3.94531, -1.06080], [0.71621, 1.32106, 0.44678], [0.25728, 0.15008, 0.16475], [2.45693, -2.44477, 0.41785], [3.41665, 1.37438, -1.66966], [3.76494, -0.86983, -1.15682], [1.55872, 3.77332, 0.48230], [3.22463, 3.42417, -0.47852], [-0.40028, -3.74521, 0.85023], [-0.52636, -2.11486, -0.02814], [-1.65891, -3.56925, -2.05864], [-1.58902, -5.02647, -0.70894], [0.00912, 2.03100, 0.41798]], "atomic_forces_ev_per_a": [[-1.388, -1.033, 0.618], [1.305, 1.725, -0.734], [0.713, -1.075, -0.169], [2.230, -3.154, 1.394], [-4.029, 2.735, -0.617], [-2.485, -1.594, -0.295], [0.132, 1.226, -0.372], [1.757, -0.616, 2.427], [0.738, 3.311, -0.479], [0.610, -2.752, 0.337], [0.118, 0.440, -0.624], [0.585, 0.141, 0.358], [0.320, -0.479, -0.582], [0.997, 0.498, 0.138], [0.406, 0.742, 0.117], [-0.464, -0.025, -0.425], [-0.296, -1.576, -0.518], [-0.348, -0.124, 0.325], [-0.276, 1.432, -1.259], [-0.626, 0.177, 0.358]]}

# 2
{"formula": "C8H9N2O2", "method": "ωB97M-V with the def2-TZVPD basis set", "lumo_energy_ev": -5.07, "e_homo_ev": -13.04, "charge": 1, "e_above_lowest_kj_mol": 454.3, "elements": ["C", "C", "C", "C", "C", "C", "C", "C", "N", "N", "O", "O", "H", "H", "H", "H", "H", "H", "H", "H", "H"], "coordinates": [[3.17401, 0.14379, 0.43661], [2.64943, 0.02414, -0.79687], [2.34695, -0.12146, 1.54808], [1.30522, -0.15161, -0.88385], [1.02606, -0.49593, 1.43640], [-1.80239, 1.51044, -0.07493], [-2.92499, 1.28255, -0.73604], [-0.79523, -0.79550, 0.00153], [-1.55074, -1.17241, 0.92947], [0.55389, -0.54068, 0.14835], [-0.76845, 1.81480, 0.40186], [-2.77790, -1.61585, 0.68237], [4.15177, 0.45154, 0.56356], [3.21575, 0.26822, -1.73600], [2.75515, 0.06598, 2.45808], [0.83179, -0.42317, -1.78826], [0.28455, -0.82962, 2.28434], [-2.97916, 1.40050, -1.73926], [-3.16822, -1.37880, -0.14645], [-3.88611, 1.13932, -0.30874], [-1.19919, -0.76808, -1.02174]], "atomic_forces_ev_per_a": [[-1.752, -0.595, 1.535], [0.459, 1.436, -2.449], [-0.661, 0.029, -1.843], [-0.668, -2.362, -0.529], [-0.229, -0.603, 0.500], [0.138, 1.753, -0.326], [0.889, -0.154, 2.928], [-2.636, -1.608, -2.637], [1.312, -0.377, 1.052], [0.865, 0.921, 2.924], [-1.759, -0.592, -0.541], [-0.314, -0.417, 1.696], [1.905, 0.405, 0.459], [-0.593, -0.481, 1.148], [0.971, 0.110, 2.748], [-0.437, 0.633, -1.229], [1.700, 0.948, -1.885], [0.458, 0.448, -3.095], [0.062, 0.637, -1.599], [-0.370, -0.141, 0.955], [0.661, 0.009, 0.189]]}

# 3
{"formula": "C8H9N2O2PS", "method": "ωB97M-V with the def2-TZVPD basis set", "lumo_energy_ev": -0.94, "e_homo_ev": -8.69, "e_above_lowest_kj_mol": 10.2, "smiles": "CP(S)Oc1ccc(N=O)cc1.C#N", "elements": ["C", "P", "S", "O", "C", "C", "C", "C", "N", "O", "C", "C", "H", "H", "H", "H", "H", "H", "H", "H", "C", "N", "H"], "coordinates": [[-3.79601, -1.00497, 0.45579], [-2.32682, 0.09893, 0.44740], [-2.51935, 0.52590, -1.64386], [-1.19159, -1.14201, 0.26657], [0.11357, -0.89347, 0.09918], [0.74249, 0.39465, 0.35641], [2.11026, 0.48788, 0.32056], [2.92204, -0.51551, -0.25525], [4.20495, -0.33585, -0.50835], [4.74880, 0.79705, -0.29585], [2.30382, -1.78848, -0.49796], [0.94422, -1.98058, -0.32030], [-3.47701, -1.96817, -0.06845], [-4.34358, -1.30734, 1.28132], [-4.59246, -0.48072, -0.01966], [-1.17097, 0.69711, -1.71771], [0.06209, 1.25104, 0.73819], [2.50521, 1.51488, 0.46855], [2.77778, -2.63290, -1.00326], [0.55417, -2.98073, -0.47224], [-0.21028, 3.72209, 0.82435], [-0.17403, 3.42764, -0.27068], [-0.18730, 4.11353, 1.81526]], "atomic_forces_ev_per_a": [[1.361, -1.284, -1.844], [-0.282, -0.309, -0.113], [0.530, 0.085, 0.207], [-0.239, -0.074, 0.189], [2.106, 0.363, 0.144], [-2.413, -0.920, 1.111], [-0.212, 1.690, -1.315], [-3.947, -0.702, 1.552], [5.116, 2.158, -0.639], [-2.029, -2.819, -0.322], [-0.043, 0.719, -0.748], [-0.331, 1.138, 0.683], [-0.673, 1.443, 0.228], [-0.012, -0.413, 2.657], [-0.395, 0.409, -1.358], [-0.466, 0.235, -0.133], [1.507, -1.680, -0.842], [0.161, -1.050, 0.150], [0.635, 0.485, 0.478], [-0.324, 0.274, -0.078], [0.103, 0.858, 1.141], [-0.060, -0.456, -1.281], [-0.093, -0.149, 0.133]]}

# 4
{"formula": "C8H9N3O2S", "method": "ωB97M-V with the def2-TZVPD basis set", "lumo_energy_ev": [-1.17, -1.17], "e_homo_ev": [-7.45, -7.45], "e_above_lowest_kj_mol": 242.3, "smiles": "CC1=c2sncc2=C([N+](=O)[O-])N(C)C1", "elements": ["C", "C", "C", "S", "N", "C", "C", "C", "N", "O", "O", "N", "C", "C", "H", "H", "H", "H", "H", "H", "H", "H", "H"], "coordinates": [[1.29413, -2.75580, 0.12217], [0.55487, -1.46568, 0.13027], [-0.77372, -1.34540, 0.00315], [-2.01397, -2.59756, -0.09592], [-3.25081, -1.51095, -0.00870], [-2.86174, -0.28240, 0.04866], [-1.45236, -0.06373, 0.02169], [-0.67906, 1.07493, -0.02206], [-1.29711, 2.35791, 0.06065], [-0.65163, 3.26405, 0.56528], [-2.44144, 2.46970, -0.34404], [0.67544, 0.98808, -0.10127], [1.50799, 2.09453, -0.50367], [1.36877, -0.20908, 0.34369], [1.96715, -2.80313, -0.73479], [0.60284, -3.59242, 0.07122], [1.90300, -2.84598, 1.02226], [-3.59944, 0.49946, 0.09057], [2.37342, 1.70009, -1.03808], [0.96745, 2.76267, -1.17035], [1.85677, 2.67263, 0.35612], [1.64918, -0.12569, 1.41166], [2.30027, -0.28626, -0.22852]], "atomic_forces_ev_per_a": [[-0.127, 0.129, 0.015], [-0.215, 0.323, -0.210], [0.469, -0.149, 0.013], [0.709, -0.250, -0.050], [-0.701, 0.678, 0.033], [-0.907, -0.351, 0.085], [1.075, 0.844, -0.031], [-0.178, -2.119, -0.068], [-0.411, 1.012, 0.178], [-0.117, -0.079, -0.001], [0.130, 0.023, -0.046], [-0.050, 0.068, -0.194], [0.207, 0.321, -0.051], [-0.145, -0.237, 0.327], [0.065, -0.055, -0.054], [0.055, -0.148, 0.020], [0.081, -0.091, 0.089], [-0.089, 0.076, 0.017], [-0.038, -0.036, -0.019], [0.089, -0.011, 0.011], [0.041, 0.013, -0.075], [0.119, -0.048, -0.061], [-0.064, 0.087, 0.072]]}

# 5
{"formula": "C8H9N3O3", "method": "ωB97M-V with the def2-TZVPD basis set", "lumo_energy_ev": [-0.69, -1.34], "e_homo_ev": [-8.27, -9.89], "e_above_lowest_kj_mol": 73.7, "multiplicity": 3, "elements": ["C", "C", "C", "C", "C", "C", "C", "C", "N", "N", "N", "O", "O", "O", "H", "H", "H", "H", "H", "H", "H", "H", "H"], "coordinates": [[0.05978, 0.87867, -1.76708], [0.18815, -1.15618, -0.43390], [1.40961, 0.84930, -2.01619], [1.56968, -1.17534, -0.74258], [-0.51330, -0.06964, -0.92055], [2.19380, -0.18312, -1.52522], [-1.74912, 0.21767, 3.85505], [-1.95255, -0.04769, -0.56621], [-1.88196, 1.13673, 2.69921], [-2.33619, 1.02289, 0.37413], [3.55157, -0.23768, -1.97308], [4.03675, 0.87406, -2.21814], [4.08679, -1.33213, -2.17210], [-1.96433, 0.49069, 1.55554], [-0.55078, 1.71214, -2.02218], [-0.03203, -1.84675, 0.35921], [1.77644, 1.62225, -2.67971], [2.25877, -2.02451, -0.49227], [-1.41742, -0.81309, 3.44164], [-1.03274, 0.65266, 4.67843], [-2.75466, 0.17773, 4.35442], [-2.48312, 0.25340, -1.48759], [-2.46315, -1.00206, -0.30085]], "atomic_forces_ev_per_a": [[-0.058, -0.633, 1.551], [3.698, 0.940, -0.111], [-0.153, 0.639, -0.777], [1.644, -0.829, -0.825], [-0.502, -1.411, 0.665], [-2.566, -0.707, 0.581], [0.460, -0.605, -0.622], [-2.468, 1.239, -1.117], [0.020, 3.348, 2.254], [-0.190, 1.101, -0.438], [1.279, 0.298, -0.850], [0.198, -1.586, 0.248], [-0.515, 1.404, 0.530], [1.029, -5.014, 0.226], [-0.271, 0.473, -0.638], [-1.169, -0.198, -0.195], [0.464, -0.157, 0.209], [-0.981, 0.786, 0.175], [-0.511, 1.485, 1.135], [-1.133, -0.732, -2.014], [0.740, -0.276, -0.505], [0.028, 0.010, 0.277], [0.959, 0.422, 0.240]]}

# 6
{"formula": "C8H9N3S", "method": "ωB97M-V with the def2-TZVPD basis set", "lumo_energy_ev": [-1.40, -1.40], "e_homo_ev": [-8.18, -8.18], "e_above_lowest_kj_mol": 324.8, "elements": ["C", "C", "C", "C", "C", "C", "C", "C", "N", "N", "N", "S", "H", "H", "H", "H", "H", "H", "H", "H", "H"], "coordinates": [[1.44658, -3.05674, 1.09240], [-0.92557, 2.36768, 0.70845], [-1.78476, 1.51667, 1.43478], [-0.06693, 1.85331, -0.22421], [-1.79680, 0.17665, 1.20503], [-0.00725, 0.46945, -0.44227], [-0.93974, -0.40037, 0.21439], [2.84628, -0.91776, -0.51497], [1.77005, -4.15510, 0.96085], [-0.80941, -1.66929, -0.05618], [1.06452, -1.84888, 1.33973], [1.77676, -0.50406, 0.91141], [-0.97329, 3.43272, 0.87747], [-2.44449, 1.94962, 2.17302], [0.57215, 2.50640, -0.80050], [-2.46356, -0.47876, 1.74880], [0.48919, 0.08494, -1.32016], [3.28989, 0.00607, -0.86768], [2.23825, -1.37930, -1.28647], [3.61338, -1.61090, -0.18852], [-1.41609, -2.27841, 0.48799]], "atomic_forces_ev_per_a": [[0.440, -0.683, -0.354], [0.504, 0.086, -0.507], [-0.266, -0.456, 0.213], [-0.142, 0.750, 0.272], [-0.074, 0.211, 0.257], [-0.023, -0.588, 0.024], [-0.087, -0.014, -0.352], [-0.493, 0.028, 0.429], [0.184, -0.718, -0.197], [0.152, -0.439, -0.239], [-0.809, 1.733, 0.471], [0.648, -0.184, -0.177], [0.042, 0.095, 0.004], [-0.070, -0.023, 0.048], [0.034, 0.089, -0.019], [-0.039, -0.026, 0.043], [-0.015, -0.068, -0.070], [0.059, 0.152, -0.042], [-0.071, -0.057, -0.085], [0.094, -0.052, 0.087], [-0.070, 0.164, 0.196]]}

Summary of DFT total energy in a.u.
-494.4676; -569.8325; -1309.6513; -1023.0404; -699.8887; -872.5763
(order as listed above)